Entry 1:
{
  "formula": "C28H22ClNOPRuS",
  "method": "the ωB97M-V functional and the def2-TZVPD basis",
  "elements": ["Ru", "O", "N", "C", "C", "C", "C", "C", "S", "H", "H", "H", "H", "C", "C", "C", "C", "C", "C", "P", "C", "C", "C", "C", "C", "C", "C", "C", "C", "C", "C", "C", "C", "C", "C", "C", "H", "H", "H", "H", "H", "H", "H", "H", "H", "H", "H", "H", "H", "H", "H", "H", "Cl", "C", "H", "H"],
  "xyz": [[-0.70053, 1.39130, 0.24029], [-0.15409, 3.39398, 0.93104], [-0.09813, 4.33175, -0.00425], [-0.42003, 5.58964, 0.37226], [-0.34537, 6.62690, -0.51318], [0.06531, 6.36045, -1.82329], [0.37400, 5.07530, -2.18662], [0.28798, 4.01530, -1.26830], [0.64611, 2.38031, -1.64860], [-0.72239, 5.66616, 1.40448], [-0.60902, 7.62005, -0.18326], [0.13342, 7.15862, -2.54913], [0.68571, 4.83113, -3.19173], [3.15688, -3.18487, -3.46824], [3.51126, -1.93677, -2.97551], [2.67389, -1.28683, -2.08219], [1.48195, -1.87950, -1.66624], [1.13397, -3.13197, -2.16561], [1.96914, -3.77801, -3.06499], [0.49493, -0.94833, -0.45009], [-1.17312, -1.69366, -0.61005], [-1.85131, -2.27751, 0.45326], [-3.15136, -2.74092, 0.28618], [-3.77634, -2.63819, -0.94589], [-3.10126, -2.06270, -2.01701], [-1.81461, -1.58435, -1.84679], [1.07036, -1.51340, 1.16818], [1.84401, -2.62919, 1.34103], [2.23018, -3.03150, 2.63826], [1.82689, -2.30919, 3.72226], [1.03643, -1.14102, 3.57133], [0.62481, -0.38095, 4.69353], [-0.12545, 0.74323, 4.51804], [-0.49236, 1.16144, 3.21798], [-0.11955, 0.46702, 2.09007], [0.65705, -0.71827, 2.27685], [3.80337, -3.69308, -4.17184], [4.43129, -1.46467, -3.29311], [2.94294, -0.30400, -1.71146], [0.21066, -3.60362, -1.85772], [1.69210, -4.74993, -3.45235], [-1.37351, -2.35913, 1.42135], [-3.67478, -3.18179, 1.12455], [-4.78808, -2.99939, -1.07462], [-3.58644, -1.97552, -2.98072], [-1.30600, -1.11296, -2.68120], [2.16204, -3.21404, 0.48705], [2.84037, -3.91616, 2.76373], [2.11347, -2.61493, 4.72149], [0.91590, -0.70920, 5.68411], [-0.44031, 1.32550, 5.37452], [-1.07742, 2.07092, 3.12293], [-3.27891, 2.60777, 0.75602], [-2.69925, 1.44982, -0.54494], [-2.83699, 1.95033, -1.49980], [-3.29980, 0.54865, -0.45202]],
  "forces_ev_per_a": [[0.472, 0.051, 0.044], [-0.003, 0.106, -0.090], [0.004, -0.031, 0.136], [0.039, -0.066, -0.078], [-0.009, -0.012, -0.010], [-0.015, 0.039, 0.050], [0.010, -0.096, -0.007], [0.001, 0.119, -0.005], [0.091, -0.025, -0.084], [-0.008, 0.030, 0.004], [0.007, 0.022, -0.023], [0.000, 0.019, -0.004], [-0.003, 0.008, -0.001], [0.032, 0.022, -0.012], [-0.040, -0.039, 0.005], [0.014, 0.045, -0.038], [0.159, 0.118, 0.071], [-0.008, 0.004, -0.005], [0.002, -0.023, -0.016], [-0.478, -0.109, 0.011], [0.118, -0.089, -0.122], [-0.004, 0.017, 0.056], [0.012, 0.016, -0.007], [0.012, 0.009, -0.024], [-0.052, -0.006, 0.017], [0.021, 0.039, -0.003], [0.043, 0.025, -0.071], [0.031, -0.070, 0.086], [-0.012, 0.005, -0.093], [-0.032, 0.071, 0.009], [0.064, -0.072, 0.152], [0.003, -0.022, -0.021], [0.004, -0.009, -0.033], [-0.090, 0.076, -0.016], [0.101, -0.248, 0.052], [0.000, 0.036, -0.091], [0.003, -0.004, -0.003], [0.014, -0.002, -0.002], [-0.018, 0.006, 0.020], [-0.041, -0.002, 0.035], [-0.009, -0.008, 0.006], [0.011, -0.007, -0.002], [0.008, -0.006, 0.008], [-0.010, -0.007, 0.002], [0.007, 0.002, -0.003], [0.029, -0.005, 0.009], [-0.006, 0.004, -0.014], [0.006, -0.008, 0.001], [-0.002, 0.000, 0.019], [0.003, 0.001, 0.010], [-0.013, 0.021, 0.011], [-0.002, 0.002, 0.012], [-0.204, -0.126, -0.225], [-0.175, 0.207, 0.339], [-0.064, -0.064, -0.002], [-0.020, 0.032, -0.059]],
  "mulliken_spin": [4.09, 0.13, 0.01, 0.00, 0.01, 0.00, 0.00, -0.01, 0.24, 0.00, 0.00, 0.00, 0.00, 0.01, 0.00, 0.01, 0.05, 0.01, 0.00, 0.02, -0.06, 0.06, -0.01, 0.01, -0.01, 0.04, -0.01, 0.01, -0.01, 0.02, -0.01, 0.05, -0.01, -0.02, 0.15, -0.05, 0.00, 0.00, 0.00, 0.00, 0.00, 0.00, 0.00, 0.00, 0.00, 0.00, 0.00, 0.00, 0.00, 0.00, 0.00, 0.01, 0.07, 0.21, 0.01, 0.00],
  "homo_energy_ev": [-6.652, -8.005],
  "relative_energy_kcal_mol": 4.9,
  "lumo_ev": [0.461, -0.783],
  "spin_multiplicity": 6
}


Entry 2:
{
  "formula": "C28H22IrN2O10PS",
  "method": "the ωB97M-V functional and the def2-TZVPD basis",
  "elements": ["Ir", "O", "C", "O", "C", "P", "C", "C", "C", "C", "C", "C", "C", "C", "C", "C", "C", "C", "H", "H", "H", "H", "H", "H", "H", "H", "H", "H", "H", "H", "O", "C", "O", "C", "C", "C", "C", "C", "C", "N", "O", "O", "H", "H", "H", "H", "N", "C", "C", "C", "C", "C", "C", "C", "H", "H", "H", "H", "H", "O", "S", "O", "O", "O", "H"],
  "xyz": [[0.00000, 0.00000, 0.00000], [-1.64779, 2.61834, 2.99060], [-1.01096, 2.25182, 1.96903], [-0.81869, 1.10959, 1.44718], [-0.31013, 3.31512, 1.14727], [0.44809, 2.32310, -0.18468], [2.21720, 2.43284, 0.01028], [3.12751, 3.11721, -0.79478], [4.51000, 3.04415, -0.56421], [5.01180, 2.28906, 0.49095], [4.13016, 1.61208, 1.32194], [2.75494, 1.68564, 1.08060], [-0.34358, 2.78794, -1.71354], [-1.66145, 2.31068, -1.88181], [-2.38985, 2.52975, -3.05498], [-1.81430, 3.23834, -4.10028], [-0.52087, 3.73077, -3.95885], [0.20105, 3.50901, -2.77589], [0.42827, 3.83580, 1.76373], [-1.03976, 4.04035, 0.77598], [2.79948, 3.72592, -1.62235], [5.19168, 3.57773, -1.22030], [6.08144, 2.22720, 0.66380], [4.49624, 1.01538, 2.15199], [2.08396, 1.12541, 1.73666], [-2.13010, 1.73052, -1.08297], [-3.39675, 2.13239, -3.14136], [-2.36845, 3.40272, -5.01881], [-0.06079, 4.28538, -4.77155], [1.19715, 3.91901, -2.72545], [-1.09345, -2.42082, -1.98742], [-0.76725, -2.73263, -0.80006], [-0.33151, -1.93983, 0.09064], [-0.91127, -4.18980, -0.40736], [-1.38778, -5.13757, -1.33156], [-1.52597, -6.48295, -0.98438], [-1.18827, -6.90646, 0.29951], [-0.71171, -5.97325, 1.23207], [-0.57226, -4.62405, 0.88665], [-0.35751, -6.42474, 2.58294], [-0.50010, -7.63139, 2.84259], [0.06384, -5.58913, 3.39534], [-1.65210, -4.80619, -2.33619], [-1.89656, -7.19171, -1.71940], [-1.30075, -7.95637, 0.55608], [-0.20324, -3.88927, 1.60211], [1.37147, 0.69346, -1.30113], [2.16201, 1.09364, -2.05103], [3.13829, 1.58783, -2.97706], [4.49750, 1.56040, -2.64574], [5.44727, 2.04214, -3.54876], [5.04168, 2.55132, -4.78245], [3.68773, 2.58042, -5.11654], [2.73564, 2.09946, -4.21560], [4.82456, 1.16521, -1.68593], [6.50352, 2.02064, -3.29083], [5.78238, 2.92627, -5.48503], [3.37426, 2.97793, -6.07905], [1.68179, 2.12669, -4.48609], [-2.46044, -2.65912, 2.11413], [-2.36079, -1.19361, 2.23961], [-3.67055, -0.58489, 1.94393], [-1.35667, -0.68593, 1.28700], [-1.95560, -0.84447, 3.61338], [0.78480, -1.09336, -1.07796]],
  "forces_ev_per_a": [[5.193, 0.461, -5.795], [1.230, -1.173, -2.027], [-0.800, 0.896, 1.440], [-1.217, 6.027, 4.991], [0.411, 0.910, -0.559], [-1.499, 0.330, 1.692], [2.135, 1.696, 1.187], [0.604, 0.920, 1.107], [-0.429, 0.569, 0.956], [0.005, 0.322, -0.095], [-0.639, 0.073, -0.263], [-0.063, 0.026, 0.388], [-0.620, 0.875, -1.457], [-0.197, -0.101, 0.172], [0.407, 0.025, 0.512], [0.229, 0.078, 0.005], [0.006, -0.168, 0.331], [-0.396, 0.209, -0.392], [-0.044, -0.003, -0.157], [0.178, 0.005, -0.035], [-0.088, 0.066, 0.023], [-0.152, -0.014, 0.138], [-0.065, 0.043, -0.028], [-0.085, 0.077, -0.105], [0.087, 0.166, -0.259], [0.209, 0.108, -0.190], [0.163, 0.036, 0.051], [0.075, 0.001, 0.066], [-0.015, -0.025, 0.101], [0.077, 0.042, 0.100], [0.623, -0.561, 2.143], [-0.865, 0.543, -2.866], [0.873, -4.916, -0.380], [0.039, -0.814, 0.526], [0.101, 0.349, 0.127], [0.242, 0.459, 0.435], [-0.016, -0.053, 0.021], [-0.217, 0.342, -0.925], [0.058, 0.026, -0.069], [0.340, -0.177, 1.262], [0.202, 1.515, -0.288], [-0.607, -1.303, -1.287], [0.104, 0.067, 0.325], [0.059, 0.048, 0.170], [0.094, 0.277, 0.169], [-0.186, -0.306, -0.153], [0.503, -2.317, -1.687], [-0.969, -1.389, -0.169], [0.140, -0.349, -0.683], [0.554, -0.668, -0.710], [-0.423, -0.159, -0.026], [-0.151, 0.012, 0.107], [0.051, -0.073, 0.278], [0.072, 0.025, -0.356], [-0.240, -0.142, -0.585], [-0.200, -0.029, 0.000], [-0.124, -0.063, 0.115], [0.012, -0.096, 0.195], [0.243, -0.105, 0.153], [-0.407, 0.419, 0.362], [1.318, 0.204, -1.103], [0.150, -0.302, 0.362], [-4.451, -4.152, 2.138], [-0.477, -0.222, -0.308], [-1.144, 1.432, 0.811]],
  "mulliken_spin": [0.03, 0.00, 0.00, -0.01, 0.00, 0.00, 0.00, 0.00, 0.00, 0.00, 0.00, 0.00, 0.00, 0.00, 0.00, 0.00, 0.00, 0.00, 0.00, 0.00, 0.00, 0.00, 0.00, 0.00, 0.00, 0.00, 0.00, 0.00, 0.00, 0.00, 0.00, 0.00, 0.00, 0.00, 0.00, 0.00, 0.00, 0.00, 0.00, 0.00, 0.00, 0.00, 0.00, 0.00, 0.00, 0.00, 0.00, 0.00, 0.00, 0.00, 0.00, 0.00, 0.00, 0.00, 0.00, 0.00, 0.00, 0.00, 0.00, 0.32, -0.09, 0.39, -0.02, 0.38, 0.00],
  "homo_energy_ev": [-4.911, -4.877],
  "charge": -1,
  "lumo_ev": [1.069, 0.376],
  "spin_multiplicity": 2
}


no.,M (g/mol)
1,588.054
2,801.746